Record 1
ORCA calculation (ωB97M-V with the def2-TZVPD basis set) on a structure of composition C32H54F2N3O22S2Y at a distorted geometry.

Results
**Energy above the lowest of the compared OMol25 structures with the same formula, charge and spin**: 18.1810 eV
**Total charge**: +2

Last column: Mulliken charge in e.
Atoms and positions in Å:
Y -0.09567 -3.85989 -5.03852  1.951
N -0.28250 -1.10259 -2.57640  -0.069
S -1.27641 -0.09555 -2.03474  0.949
O -1.08921 1.28978 -2.46796  -0.448
O -1.86999 -0.34104 -0.70495  -0.452
F -2.44613 -0.60672 -3.07368  -0.334
S 0.89847 -0.72861 -1.42461  0.972
O 0.78466 -1.43968 -0.14195  -0.450
O 1.48208 0.58890 -1.48547  -0.457
F 1.94989 -1.55607 -2.23330  -0.262
O -3.92901 -4.99386 -2.91129  -0.663
C -5.17191 -4.97192 -2.67785  0.828
O -5.83495 -5.19026 -1.55672  -0.244
C -5.19706 -5.75590 -0.45218  -0.308
C -6.18630 -6.65916 0.29569  -1.022
C -6.16523 -4.54783 -3.70702  -1.020
H -4.93144 -4.96105 0.24478  0.274
H -4.27451 -6.24421 -0.76611  0.335
H -5.61804 -7.20066 1.05197  0.346
H -6.74932 -7.29815 -0.38459  0.310
H -6.83598 -5.92893 0.77815  0.285
H -6.96684 -5.28531 -3.66648  0.321
H -5.68925 -4.61590 -4.68524  0.310
H -6.63222 -3.57276 -3.56820  0.282
O 2.43819 -0.42630 -6.66850  -0.610
C 3.06529 0.32312 -7.39120  0.721
O 2.78812 1.61919 -7.72819  -0.273
C 1.59353 2.22236 -7.22057  -0.102
C 1.78917 3.70605 -7.26939  -1.134
C 4.32664 -0.16817 -7.95806  -0.967
H 1.49415 1.91625 -6.17916  0.245
H 0.68991 1.90888 -7.74334  0.283
H 0.87850 4.27637 -7.08629  0.343
H 2.26795 4.10646 -8.16299  0.312
H 2.50233 3.82084 -6.45311  0.294
H 4.84572 -0.86352 -7.29840  0.319
H 5.05818 0.57980 -8.26380  0.310
H 4.05483 -0.80428 -8.80043  0.266
O 2.85253 -1.93297 7.30483  -0.464
C 2.21050 -0.99204 7.76479  0.719
O 1.69328 0.10804 7.11645  -0.256
C 1.89042 0.28774 5.74146  -0.233
C 0.60043 0.91036 5.20074  -1.086
C 1.89466 -0.98413 9.23789  -0.902
H 2.03820 -0.65965 5.22308  0.311
H 2.76626 0.90643 5.54593  0.308
H -0.23981 0.23298 5.35322  0.260
H 0.72043 1.05892 4.12760  0.367
H 0.37455 1.82272 5.75273  0.314
H 1.45700 -1.94565 9.50627  0.305
H 1.08469 -0.26702 9.37128  0.315
H 2.69873 -0.68271 9.90925  0.283
C 1.15830 8.65811 -1.42295  -1.175
C 1.29633 7.34035 -2.19534  -0.405
C 2.48940 6.51713 -1.69380  -0.322
C 3.86442 7.13459 -1.75308  0.198
N 4.88743 7.61943 -1.72425  -0.375
H 2.06460 9.26341 -1.44152  0.346
H 0.84946 8.49009 -0.39122  0.302
H 0.41638 9.32609 -1.86049  0.335
H 1.35986 7.61919 -3.24716  0.292
H 0.38917 6.73723 -2.15790  0.296
H 2.45027 5.63147 -2.32797  0.247
H 2.34634 6.20070 -0.66059  0.263
C 4.46311 -8.21982 4.10284  -1.096
C 3.22728 -7.85442 3.20336  -0.480
C 3.09106 -6.35908 2.92600  -0.288
C 4.19605 -5.75229 2.15635  0.206
N 5.08087 -5.28214 1.61119  -0.435
H 4.44645 -7.58119 4.98600  0.310
H 5.43355 -8.07525 3.62803  0.336
H 4.38062 -9.27217 4.37461  0.325
H 2.29089 -8.25915 3.58735  0.360
H 3.37175 -8.41291 2.27853  0.272
H 3.05217 -5.79401 3.85729  0.237
H 2.21934 -6.08508 2.33178  0.255
C 6.99341 1.79051 -0.24619  -0.159
C 7.38353 0.77744 0.88392  -0.350
O 7.70994 1.65492 1.98550  -0.326
C 7.81013 2.87639 1.62055  0.704
O 8.20692 3.77821 2.31421  -0.473
O 7.50781 3.00760 0.26906  -0.317
H 5.92132 1.82967 -0.43905  0.236
H 7.48086 1.39223 -1.13606  0.256
H 8.34953 0.33175 0.64669  0.255
H 6.66303 0.03531 1.22780  0.286
C -3.51522 5.30016 1.41750  -0.133
C -4.12451 6.07655 2.49453  -0.297
O -4.80662 5.05234 3.30180  -0.319
C -4.44387 3.85950 2.94119  0.678
O -4.73456 2.78481 3.49760  -0.520
O -3.52371 3.94463 1.92420  -0.289
H -2.53218 5.68003 1.13919  0.268
H -4.12447 5.43147 0.52325  0.205
H -4.88541 6.75613 2.11072  0.270
H -3.48357 6.71257 3.10508  0.256
C -6.46958 4.03517 -6.01840  -0.360
C -5.24775 4.08348 -5.17611  -0.245
O -5.84876 3.68878 -3.94168  -0.285
C -6.89584 2.87451 -4.20714  0.666
O -7.56311 2.21186 -3.39212  -0.551
O -7.25951 3.02264 -5.48704  -0.297
H -6.27777 3.92172 -7.08538  0.333
H -6.96069 5.00620 -5.95512  0.257
H -4.88552 5.09937 -5.01846  0.289
H -4.50614 3.36640 -5.52814  0.233
C -1.33769 -3.94241 4.77954  -0.185
C -2.14890 -3.81335 6.09593  -0.271
O -2.47606 -5.14308 6.40386  -0.328
C -2.08020 -5.96575 5.38838  0.679
O -2.24201 -7.20491 5.36286  -0.561
O -1.58475 -5.25227 4.43364  -0.327
H -0.27501 -3.83609 4.99751  0.224
H -1.74040 -3.20819 4.08180  0.290
H -3.03226 -3.21739 5.86656  0.277
H -1.55301 -3.39194 6.90550  0.242

---

Record 2
ORCA calculation (ωB97M-V with the def2-TZVPD basis set) on a cluster of 3 separate species, C32H54N6O5S in total at a distorted geometry.

Results
**Structure (SMILES)**: CC(=O)OCCCc1c(CCN)cc2c(c1C)C(=O)N(CCSc1nnco1)C2=O.CCN(CC)CC.CCN(CC)CC
**Total charge**: 0

Last column: Mulliken charge in e.
Atoms and positions in Å:
C 5.18885 0.11482 -0.78647  -0.740
C 4.51691 1.54958 -1.31831  0.594
O 4.87286 1.97554 -2.53255  -0.549
O 3.62948 2.23487 -0.36753  -0.281
C 2.34962 2.64131 -1.00942  -0.204
C 1.92291 4.06894 -0.32645  -0.578
C 0.38634 4.55433 -0.62017  -0.684
C -0.68757 3.34979 -0.90321  0.435
C -0.95501 2.14751 0.22809  0.504
C -0.14352 2.06940 1.67683  -0.691
C 0.57283 0.59000 1.78925  -0.276
N 1.92781 0.69868 2.45782  -0.644
C -2.07781 0.93058 -0.00601  -0.528
C -2.92729 0.96136 -1.40792  0.095
C -2.66782 2.12085 -2.53775  0.148
C -1.56417 3.32771 -2.32381  0.140
C -1.41970 4.43019 -3.52826  -1.129
C -3.71790 1.80187 -3.75586  0.347
O -3.73408 2.38318 -4.97772  -0.560
N -4.71220 0.75265 -3.21540  -0.156
C -5.98593 1.39804 -2.62992  -0.445
C -7.22438 0.34028 -2.44036  -0.582
S -8.54211 0.94473 -1.20766  -0.090
C -7.77171 1.37457 0.44580  0.214
N -6.62827 0.77097 1.23277  -0.092
N -6.59700 1.53710 2.40619  -0.191
C -7.69548 2.59524 2.36986  -0.090
O -8.46467 2.52661 1.11049  -0.237
C -4.10897 -0.00140 -2.01238  0.136
O -4.39815 -1.21170 -1.52675  -0.538
H 4.59072 -0.82833 -1.13592  0.254
H 5.40363 0.13371 0.38576  0.306
H 6.26651 0.07586 -1.29223  0.191
H 1.60159 1.75843 -0.83189  0.066
H 2.43047 2.81690 -2.16334  0.421
H 2.18748 4.10752 0.83695  0.246
H 2.63195 4.89519 -0.81622  0.349
H 0.43430 5.38654 -1.44254  0.116
H 0.01570 5.10265 0.37326  0.249
H 0.57646 2.97363 1.86144  0.298
H -0.97476 2.11091 2.52738  0.369
H 0.58504 0.01387 0.75650  0.286
H -0.10659 -0.06625 2.51613  0.192
H 2.51678 -0.15385 2.31939  0.251
H 2.43097 1.57720 2.20301  0.231
H -2.30367 0.09291 0.79364  0.298
H -2.46712 4.95024 -3.76503  0.289
H -1.08961 3.92775 -4.55519  0.294
H -0.65461 5.29249 -3.32819  0.275
H -6.37817 2.23966 -3.37475  0.341
H -5.67304 1.87251 -1.58102  0.357
H -6.90029 -0.73652 -2.09942  0.302
H -7.81992 0.18452 -3.46249  0.344
H -7.99466 3.40178 3.17019  0.316
C 6.48353 -1.34785 -4.74276  -1.386
C 7.45536 -2.19662 -3.92531  -0.393
N 6.91683 -3.48863 -3.49078  0.133
C 7.78315 -4.17753 -2.52568  -0.650
C 9.15888 -4.62998 -3.00939  -0.959
C 6.36504 -4.34583 -4.54185  -0.691
C 7.30449 -4.76461 -5.66860  -0.955
H 5.56873 -1.13971 -4.17800  0.285
H 6.95134 -0.38944 -4.99239  0.414
H 6.21148 -1.82800 -5.68753  0.342
H 7.71850 -1.60817 -3.03811  0.440
H 8.37879 -2.31982 -4.50416  0.211
H 7.25215 -5.04659 -2.11518  0.375
H 7.93023 -3.51040 -1.66639  0.340
H 9.09639 -5.53132 -3.62239  0.216
H 9.78291 -4.88118 -2.14715  0.401
H 9.68272 -3.85438 -3.57394  0.265
H 5.50116 -3.83759 -4.98657  0.374
H 5.93354 -5.24913 -4.08948  0.345
H 7.94231 -3.94722 -6.01331  0.245
H 6.71718 -5.10399 -6.53139  0.363
H 7.93877 -5.60289 -5.37312  0.281
C -2.78217 0.22678 7.58959  -1.419
C -3.65425 0.11823 6.34028  -0.321
N -3.25734 -0.94458 5.41238  0.189
C -3.96474 -0.87972 4.12711  -0.512
C -5.47415 -1.10957 4.13969  -0.866
C -3.13878 -2.28868 5.98101  -0.700
C -4.38492 -2.88868 6.62497  -0.976
H -1.73459 0.40657 7.32619  0.319
H -3.12382 1.06540 8.20579  0.433
H -2.83884 -0.67208 8.21086  0.297
H -3.58452 1.08238 5.82240  0.413
H -4.69883 0.00745 6.65581  0.241
H -3.50769 -1.58823 3.42366  0.366
H -3.77758 0.10847 3.68718  0.222
H -5.72179 -2.16802 4.24187  0.269
H -5.90008 -0.77949 3.18805  0.220
H -5.97854 -0.55062 4.93206  0.233
H -2.33669 -2.27993 6.72864  0.399
H -2.77222 -2.98146 5.21129  0.328
H -4.93655 -2.16693 7.23205  0.241
H -4.09640 -3.71570 7.28626  0.366
H -5.06202 -3.30767 5.87777  0.294

---

no.,HOMO-LUMO gap (eV),highest occupied orbital energy (eV)
1,1.20,-13.61
2,6.59,-7.95